(1)
Here is a 2-piece molecular cluster, C4H12N2O overall from OMol25. Energies are from the ωB97M-V functional and the def2-TZVPD basis.

XYZ file:
```
19
Properties=species:S:1:pos:R:3:forces:R:3:nbo_charge:R:1
O -1.513 -0.963 1.780 -0.08 0.06 0.04 -0.7265
N 0.910 0.612 -2.208 -0.17 0.07 -0.07 -0.7314
N 2.003 -1.402 -2.313 0.06 0.01 0.03 -0.8155
C 1.579 -0.301 -1.632 0.00 0.13 -0.09 0.2750
C 0.280 0.572 1.811 0.02 0.18 -0.12 -0.6222
C -0.980 0.168 1.084 -0.25 -0.11 -0.05 0.0894
C -1.994 1.298 1.019 0.03 0.04 0.05 -0.6304
H 0.775 1.380 1.267 0.08 -0.05 0.03 0.2035
H -2.407 -1.123 1.458 0.09 -0.03 0.01 0.4649
H -0.748 -0.134 0.056 0.13 0.00 0.00 0.1612
H 0.032 0.942 2.805 -0.02 -0.01 0.10 0.2138
H 2.334 -2.213 -1.826 -0.02 0.01 0.05 0.3905
H 1.891 -0.251 -0.590 0.06 -0.17 0.09 0.1495
H -2.266 1.631 2.022 0.02 -0.02 0.03 0.2098
H 0.962 -0.268 1.919 0.04 -0.04 -0.04 0.2165
H 1.632 -1.523 -3.240 0.00 -0.06 -0.02 0.3962
H -1.590 2.153 0.471 -0.03 -0.05 -0.01 0.2134
H 0.696 1.368 -1.568 0.07 0.00 0.02 0.3378
H -2.900 0.969 0.509 -0.03 0.03 -0.05 0.2046
```
Positions in Å, forces in eV/Å.

Calculated values
ΔE to the lowest compared entry with this formula, charge and spin in kJ/mol: 100.86
Calculated total energy in eV: -9370.14844
HOMO in eV: -9.3129
LUMO level in eV: 0.891
Frontier orbital gap in Ha: 0.3750
Multiplicity: 1
SMILES: [H]/N=C/N.CC(C)O
M in g/mol: 104.15

(2)
Here is C4H12N2O in the gas phase from OMol25. Energies are from the ωB97M-V functional and the def2-TZVPD basis.

XYZ file:
```
19
Properties=species:S:1:pos:R:3:forces:R:3:nbo_charge:R:1
O -2.337 -1.520 0.037 0.24 -0.11 0.38 -0.7570
N 1.556 0.035 -2.176 -0.62 -0.13 0.03 -0.8328
N -0.321 -0.973 1.129 -0.05 1.26 0.88 -0.6370
C -0.124 0.467 0.892 -0.64 0.47 -0.18 -0.2135
C 1.064 1.123 -1.324 0.46 -0.73 0.48 -0.2135
C -1.712 -1.252 1.329 -0.32 -0.65 -1.50 0.0934
C 1.189 0.833 0.210 0.34 0.58 0.32 -0.4432
H 1.901 0.026 0.425 0.16 0.27 -0.18 0.2071
H -0.011 1.261 -1.424 -0.06 0.12 -0.76 0.1760
H 1.513 -0.841 -1.678 0.00 -0.21 -0.14 0.3444
H 2.506 0.167 -2.482 0.13 0.14 0.13 0.3572
H 1.524 1.726 0.754 0.33 -0.13 -0.33 0.2176
H 0.063 -1.500 0.358 -0.22 -0.24 -0.06 0.3666
H -0.929 0.868 0.270 -0.24 -0.13 -0.40 0.1562
H -1.881 -2.140 1.916 0.20 -0.39 0.25 0.1669
H 1.587 2.005 -1.712 -0.26 0.14 0.69 0.1949
H -3.069 -0.929 -0.133 -0.15 0.22 0.08 0.4704
H -2.234 -0.431 1.802 0.21 0.34 0.27 0.1611
H -0.286 1.074 1.806 0.47 -0.81 0.07 0.1853
```
Positions in Å, forces in eV/Å.

Calculated values
ΔE to the lowest compared entry with this formula, charge and spin in kJ/mol: 185.45
Calculated total energy in eV: -9369.27174
HOMO in eV: -9.1123
LUMO level in eV: 0.985
Frontier orbital gap in Ha: 0.3711
Multiplicity: 1
SMILES: NCCCNCO
M in g/mol: 104.15

(3)
Here is C4H12N2O in the gas phase from OMol25. Energies are from the ωB97M-V functional and the def2-TZVPD basis.

XYZ file:
```
19
Properties=species:S:1:pos:R:3:forces:R:3:nbo_charge:R:1
O 1.933 -1.484 -2.049 -0.28 0.23 -0.22 -0.7228
N -1.037 1.184 2.262 -0.30 -0.50 0.09 -0.8479
N 0.735 -1.387 0.530 0.36 0.69 -0.07 -0.8311
C -0.388 0.734 -0.088 0.12 -0.16 0.05 -0.4288
C 1.265 -0.287 -1.634 0.14 -0.04 -0.53 -0.0688
C -1.456 0.561 0.987 -0.94 0.76 0.08 -0.2335
C 0.207 -0.557 -0.579 0.35 -0.71 -0.19 -0.0673
H -1.422 2.123 2.305 0.16 -0.13 0.16 0.3568
H -1.808 -0.457 1.144 0.70 -0.31 0.07 0.2037
H 2.035 0.408 -1.303 0.11 -0.06 0.38 0.1727
H 1.405 -1.859 -2.766 0.22 -0.09 0.28 0.4677
H 0.408 1.349 0.330 0.11 0.05 0.13 0.2147
H -0.562 -1.143 -1.103 -0.12 0.00 0.18 0.1642
H 0.716 -0.813 1.369 -0.12 -0.11 0.12 0.3532
H -1.423 0.661 3.048 0.09 0.30 -0.22 0.3610
H -2.384 1.024 0.633 0.04 0.24 -0.06 0.1748
H 1.731 -1.530 0.367 -0.22 -0.33 -0.10 0.3642
H -0.762 1.277 -0.947 -0.31 0.19 -0.23 0.2048
H 0.807 0.196 -2.507 -0.12 -0.02 0.08 0.1626
```
Positions in Å, forces in eV/Å.

Calculated values
ΔE to the lowest compared entry with this formula, charge and spin in kJ/mol: 138.66
Calculated total energy in eV: -9369.75672
HOMO in eV: -9.1892
LUMO level in eV: 0.964
Frontier orbital gap in Ha: 0.3731
Multiplicity: 1
SMILES: NCC[C@H](N)CO
M in g/mol: 104.15

(4)
Here is a 2-piece molecular cluster, C4H12N2O overall from OMol25. Energies are from the ωB97M-V functional and the def2-TZVPD basis.

XYZ file:
```
19
Properties=species:S:1:pos:R:3:forces:R:3:nbo_charge:R:1
O 0.513 1.587 -1.062 -0.17 -0.31 0.01 -0.8054
N -1.560 -0.547 1.862 -0.04 -0.75 -0.46 -0.4653
N 0.172 -0.781 -0.936 -0.68 -0.01 0.10 -0.3775
C -1.631 -0.031 0.627 -0.22 2.72 2.80 -0.2888
C 1.645 2.020 -0.381 -0.34 -0.10 -0.34 -0.2432
C 1.016 -1.221 0.110 1.07 -1.11 0.27 -0.4546
C -1.136 -0.925 -0.670 -0.24 -2.79 -1.97 -0.1761
H 1.426 2.924 0.205 0.14 0.04 -0.07 0.1535
H -1.378 -1.958 -0.432 0.02 -0.02 0.80 0.2149
H 2.456 2.228 -1.100 0.10 0.09 0.28 0.1523
H 2.022 1.274 0.342 0.10 0.02 0.00 0.1339
H 0.929 -2.295 0.273 -0.39 -0.10 0.09 0.2090
H -2.401 -1.088 2.100 0.01 0.16 -0.10 0.3135
H -2.593 0.386 0.305 -0.30 -0.74 -0.26 0.2213
H 0.424 0.190 -1.332 0.48 1.34 0.12 0.4559
H 0.757 -0.734 1.070 -0.06 0.07 -0.07 0.2404
H 2.067 -1.092 -0.124 0.01 0.49 -0.07 0.2244
H -1.842 -0.714 -1.461 0.27 0.92 -0.37 0.2354
H -0.888 0.775 0.604 0.24 0.07 -0.80 0.2567
```
Positions in Å, forces in eV/Å.

Calculated values
ΔE to the lowest compared entry with this formula, charge and spin in kJ/mol: 681.41
Calculated total energy in eV: -9364.13146
HOMO in eV: -7.8220
LUMO level in eV: -2.562
Frontier orbital gap in Ha: 0.1933
Multiplicity: 1
M in g/mol: 104.15

(5)
Here is C4H12N2O in the gas phase from OMol25. Energies are from the ωB97M-V functional and the def2-TZVPD basis.

XYZ file:
```
19
Properties=species:S:1:pos:R:3:forces:R:3:nbo_charge:R:1
O -2.716 1.865 -1.119 -0.37 -0.03 0.79 -0.7280
N 0.094 -0.582 -0.778 3.95 0.57 1.14 -0.6296
N 2.364 -0.030 1.104 -2.67 -0.70 1.24 -0.8886
C 0.530 -1.504 0.303 0.71 1.89 -0.66 -0.2297
C -1.394 1.358 -1.029 2.32 2.44 1.32 -0.0494
C -1.213 -0.122 -0.814 -2.70 0.38 1.19 -0.2500
C 1.138 -0.757 1.537 -3.52 1.79 -2.01 -0.2379
H -0.232 -2.238 0.501 -0.14 -0.28 0.18 0.2001
H -0.645 1.988 -0.320 -2.01 -1.42 -0.63 0.1414
H -0.925 1.619 -1.939 0.62 -0.03 -1.55 0.1568
H 3.052 -0.222 1.775 1.76 0.07 -0.11 0.3833
H -1.541 -0.662 -1.658 -1.92 -0.27 -1.03 0.1960
H 1.148 -1.516 2.359 0.75 1.22 -0.32 0.2113
H 0.241 0.084 1.664 2.13 -1.99 0.73 0.1597
H 2.501 0.077 0.110 0.66 -0.46 0.54 0.3748
H -1.799 -0.438 0.080 0.23 0.17 -0.40 0.1752
H -2.802 2.769 -0.756 0.43 -0.94 -0.24 0.4817
H 1.368 -1.848 -0.241 1.06 -1.90 0.09 0.1936
H 0.831 0.160 -0.779 -1.29 -0.50 -0.28 0.3394
```
Positions in Å, forces in eV/Å.

Calculated values
ΔE to the lowest compared entry with this formula, charge and spin in kJ/mol: 355.98
Calculated total energy in eV: -9367.50433
HOMO in eV: -8.3716
LUMO level in eV: 0.916
Frontier orbital gap in Ha: 0.3413
Multiplicity: 1
SMILES: NCCNCCO
M in g/mol: 104.15

(6)
Here is C4H12N2O in the gas phase from OMol25. Energies are from the ωB97M-V functional and the def2-TZVPD basis.

XYZ file:
```
19
Properties=species:S:1:pos:R:3:forces:R:3:nbo_charge:R:1
O 2.258 -1.109 0.878 0.42 -0.49 -0.34 -0.7304
N -3.144 0.193 0.764 0.71 -0.11 -0.33 -0.8191
N -0.840 0.343 -0.028 0.23 0.41 -0.38 -0.6585
C -2.230 0.078 -0.391 -0.36 0.22 1.71 -0.0470
C 2.188 0.260 0.497 0.68 0.23 0.77 -0.0668
C 1.503 0.494 -0.824 0.05 -0.17 -0.34 -0.4250
C 0.125 -0.124 -1.009 -0.09 0.12 -0.02 -0.2179
H -2.351 -0.947 -0.752 -0.14 0.19 -0.63 0.1581
H -2.558 0.890 -1.039 0.08 -0.54 -0.75 0.1814
H -2.829 -0.453 1.484 -0.19 0.11 0.02 0.3427
H 3.203 0.678 0.468 0.01 -0.04 -0.29 0.1638
H -0.611 -0.024 0.877 -0.10 -0.29 0.39 0.3542
H 2.976 -1.549 0.378 -0.69 0.45 0.39 0.4669
H 0.232 -1.213 -1.031 -0.08 -0.19 0.15 0.1693
H 1.760 0.807 1.342 -0.52 -0.24 -0.16 0.1774
H 1.459 1.573 -0.992 0.04 -0.03 -0.13 0.2140
H -0.259 0.146 -1.996 0.10 0.11 -0.03 0.1913
H -3.034 1.132 1.133 -0.09 -0.05 0.17 0.3519
H 2.152 0.026 -1.575 -0.04 0.31 -0.18 0.1938
```
Positions in Å, forces in eV/Å.

Calculated values
ΔE to the lowest compared entry with this formula, charge and spin in kJ/mol: 145.38
Calculated total energy in eV: -9369.68700
HOMO in eV: -8.8252
LUMO level in eV: 0.873
Frontier orbital gap in Ha: 0.3564
Multiplicity: 1
SMILES: NCNCCCO
M in g/mol: 104.15

(7)
Here is a 2-piece molecular cluster, C4H12N2O overall from OMol25. Energies are from the ωB97M-V functional and the def2-TZVPD basis.

XYZ file:
```
19
Properties=species:S:1:pos:R:3:forces:R:3:nbo_charge:R:1
O 2.230 -1.260 0.520 -0.13 0.08 0.47 -0.9237
N 1.433 1.678 0.779 -0.64 -0.53 -0.11 -0.8519
N -0.304 1.688 -0.847 -0.18 0.45 -0.63 -0.4816
C -1.647 -1.760 -0.102 0.17 0.37 -0.39 -0.6143
C -0.946 -0.668 -0.869 0.63 2.41 -0.84 -0.4274
C -1.104 0.699 -0.175 -0.73 0.02 0.47 -0.2433
C 0.808 2.077 -0.418 1.15 0.06 0.93 0.2918
H -2.151 1.034 -0.240 0.13 -0.12 -0.24 0.1935
H -1.548 -2.713 -0.621 -0.06 -0.15 0.47 0.2194
H -2.700 -1.507 0.036 -0.09 -0.11 -0.35 0.2114
H -1.262 -1.740 0.919 0.27 -0.60 -0.01 0.1945
H 1.536 -1.693 1.034 0.01 -0.18 -0.21 0.4710
H -0.969 0.627 0.917 0.52 -0.08 -0.05 0.1560
H 1.220 0.704 0.936 -0.02 0.02 0.34 0.3759
H 1.425 2.807 -0.939 -0.43 0.14 -0.35 0.1587
H -1.228 -0.422 -1.905 -0.92 -0.75 0.19 0.2155
H 2.424 1.832 0.883 -0.05 0.30 -0.39 0.3750
H 2.653 -0.697 1.180 0.23 -0.17 -0.16 0.4620
H 0.130 -0.685 -1.088 0.14 -1.14 0.85 0.2176
```
Positions in Å, forces in eV/Å.

Calculated values
ΔE to the lowest compared entry with this formula, charge and spin in kJ/mol: 159.39
Calculated total energy in eV: -9369.54178
HOMO in eV: -9.0211
LUMO level in eV: 0.532
Frontier orbital gap in Ha: 0.3511
Multiplicity: 1
SMILES: CCC/N=C\N.O
M in g/mol: 104.15

(8)
Here is a 2-piece molecular cluster, C4H12N2O overall from OMol25. Energies are from the ωB97M-V functional and the def2-TZVPD basis.

XYZ file:
```
19
Properties=species:S:1:pos:R:3:forces:R:3:nbo_charge:R:1
O -2.300 0.471 -1.961 0.05 -0.01 -0.04 -0.9396
N 1.214 1.358 1.091 -0.50 -0.54 0.10 -0.8228
N -0.976 -0.037 2.234 1.10 0.41 -0.35 -0.8884
C -0.365 -0.454 1.012 -0.55 -0.38 -0.39 -0.1515
C 1.083 -1.473 -1.377 0.38 0.41 -0.61 -0.6076
C 1.223 -0.022 -0.905 -0.20 -0.60 -0.30 -0.4443
C 0.645 0.216 0.463 0.98 1.28 0.29 0.1782
H -0.787 -0.686 2.976 -0.69 -0.04 0.29 0.3734
H 0.060 -1.835 -1.475 -0.02 0.14 -0.05 0.2113
H 1.595 -1.550 -2.342 -0.28 -0.18 -0.03 0.2085
H 1.616 -2.136 -0.705 0.00 -0.10 0.24 0.2104
H 0.877 1.433 2.050 0.04 0.05 -0.25 0.3875
H 2.274 0.253 -1.043 0.11 -0.07 0.85 0.2115
H 2.221 1.282 1.076 0.11 0.21 -0.02 0.3626
H -1.914 0.316 2.126 -0.03 -0.40 0.34 0.3816
H 0.781 0.716 -1.584 -0.46 -0.28 -0.08 0.2132
H -0.755 -1.342 0.521 -0.02 0.13 -0.12 0.1766
H -1.600 0.584 -1.307 0.01 -0.04 0.13 0.4741
H -1.833 0.357 -2.794 -0.03 0.00 -0.02 0.4654
```
Positions in Å, forces in eV/Å.

Calculated values
ΔE to the lowest compared entry with this formula, charge and spin in kJ/mol: 132.75
Calculated total energy in eV: -9369.81790
HOMO in eV: -8.4063
LUMO level in eV: 0.894
Frontier orbital gap in Ha: 0.3418
Multiplicity: 1
SMILES: CC/C(N)=C/N.O
M in g/mol: 104.15

(9)
Here is a 2-piece molecular cluster, C4H12N2O overall from OMol25. Energies are from the ωB97M-V functional and the def2-TZVPD basis.

XYZ file:
```
19
Properties=species:S:1:pos:R:3:forces:R:3:nbo_charge:R:1
O -1.548 0.069 1.505 -0.19 -0.01 -0.40 -0.6265
N -1.264 0.457 0.132 -1.08 3.39 0.30 -0.0184
N -2.171 -0.081 -0.763 0.02 0.03 0.10 -0.6563
C 2.341 -0.479 -1.112 0.40 -0.17 0.10 -0.6490
C 1.356 -0.796 -0.038 -1.61 2.26 -0.58 -0.2053
C -1.471 2.024 0.124 0.41 -2.38 0.08 -0.4304
C 1.586 -1.679 0.918 -0.13 0.07 0.37 -0.4506
H 2.547 -2.163 1.038 0.06 -0.24 -0.26 0.1882
H 1.931 -0.736 -2.089 -0.01 0.10 -0.08 0.2156
H -1.312 2.360 -0.898 0.01 -0.05 0.03 0.2113
H -0.728 2.439 0.799 -0.04 -0.03 -0.04 0.2102
H 0.380 -0.048 -0.117 2.35 -2.64 0.44 0.2537
H -3.135 0.166 -0.534 0.09 -0.36 0.09 0.3388
H 3.274 -1.027 -0.982 0.10 -0.07 -0.05 0.1997
H 2.578 0.586 -1.107 -0.04 0.07 -0.12 0.2111
H 0.866 -1.918 1.687 -0.17 0.04 0.14 0.1768
H -2.020 -1.082 -0.822 -0.22 0.12 0.04 0.3680
H -2.475 2.282 0.470 0.03 -0.16 -0.02 0.1887
H -0.736 -0.375 1.788 0.01 0.03 -0.13 0.4742
```
Positions in Å, forces in eV/Å.

Calculated values
ΔE to the lowest compared entry with this formula, charge and spin in kJ/mol: 452.38
Calculated total energy in eV: -9366.50524
HOMO in eV: -8.9489
LUMO level in eV: 0.945
Frontier orbital gap in Ha: 0.3636
Multiplicity: 1
SMILES: CN(N)O.C=CC
M in g/mol: 104.15

(10)
Here is C4H12N2O as an isolated structure from OMol25. Energies are from the ωB97M-V functional and the def2-TZVPD basis.

XYZ file:
```
19
Properties=species:S:1:pos:R:3:forces:R:3:nbo_charge:R:1
O 2.226 0.847 0.212 -0.37 0.25 0.95 -0.6432
N 1.343 -0.066 0.969 -2.77 0.23 1.49 -0.0358
N 0.067 0.158 0.485 -0.94 -0.88 -2.71 -0.4877
C 0.463 0.235 2.556 3.53 0.09 0.07 -0.3889
C -1.573 -1.165 -0.745 0.17 0.02 -0.09 -0.6052
C -0.244 -0.419 -0.847 0.06 0.41 0.17 -0.0630
C -0.264 0.642 -1.946 0.04 -0.21 -0.01 -0.6264
H 0.559 -1.133 -1.040 -0.01 -0.01 -0.02 0.1988
H -0.460 0.182 -2.917 -0.03 0.05 -0.02 0.2081
H 0.626 1.292 2.755 0.03 -0.09 0.15 0.1932
H -1.831 -1.625 -1.701 -0.05 0.01 0.01 0.2052
H -1.515 -1.945 0.014 0.00 0.01 -0.01 0.2133
H 0.694 1.159 -1.988 -0.04 0.02 -0.01 0.2265
H -0.262 1.125 0.531 0.34 -0.12 0.14 0.3344
H 3.019 0.320 0.062 0.00 -0.09 0.22 0.4672
H -0.557 -0.087 2.732 0.02 -0.03 -0.94 0.2078
H 1.140 -0.418 3.094 0.00 0.34 0.63 0.2002
H -1.054 1.376 -1.760 0.01 0.00 0.01 0.1958
H -2.376 -0.478 -0.465 0.00 0.00 -0.03 0.1994
```
Positions in Å, forces in eV/Å.

Calculated values
ΔE to the lowest compared entry with this formula, charge and spin in kJ/mol: 560.49
Calculated total energy in eV: -9365.38467
HOMO in eV: -8.5882
LUMO level in eV: 1.001
Frontier orbital gap in Ha: 0.3524
Multiplicity: 1
M in g/mol: 104.15